Entry 1:
Density functional theory data (ωB97M-V/def2-TZVPD) for a cluster of 3 separate species, C6H12N2O2 in total.

ORCA input file:
```
! wB97M-V def2-TZVPD RIJCOSX def2/J DEFGRID3
* xyz 0 1
C -2.0722 -0.2979 -2.5878
C -1.5079 0.0838 -1.2277
N -0.1628 -0.3969 -0.9314
C 0.1528 -1.8358 -0.8800
C 1.6376 -1.6428 -1.1865
C 2.7503 -2.4177 -0.6050
N 2.4712 -2.4717 -2.0355
C 1.5888 -0.1382 -1.3558
O 2.0143 0.5938 -2.2215
H -1.3210 -0.1865 -3.3811
H -2.4147 -1.3415 -2.5808
H -2.9346 0.3367 -2.8326
H -1.4584 1.1785 -1.1489
H -2.1842 -0.2648 -0.4301
H -0.0259 -2.2314 0.1284
H -0.3274 -2.4458 -1.6598
H 3.6600 -1.8861 -0.3217
H 2.4729 -3.2734 0.0145
H 1.9781 -3.3267 -2.2859
H 0.3923 0.4495 0.2616
O 1.6689 0.9003 0.2951
H 2.0581 0.2582 0.9414
*
```

Properties
**Gap between HOMO and LUMO**: 9.491 eV
**LUMO energy**: 0.621 eV
**Energy relative to the best compared isomer or geometry (same formula, charge and spin)**: 509.9 kJ/mol

Atomic partial charges in e from the natural (NBO) method, atoms 1 to 5: -0.631 -0.214 -0.618 -0.234 -0.063



Entry 2:
Density functional theory data (ωB97M-V/def2-TZVPD) for a cluster of 7 separate species, C12H37O7S6 in total.

ORCA input file:
```
! wB97M-V def2-TZVPD RIJCOSX def2/J DEFGRID3
* xyz -1 1
O -33.8365 18.5044 47.2150
H -33.3474 18.6526 47.9068
C -35.9563 15.5938 45.7833
S -36.1239 17.2949 45.8451
O -37.1760 17.6773 44.8669
C -36.9835 17.3057 47.2805
H -35.3332 15.0380 46.6609
H -35.2535 15.3539 45.0569
H -36.9547 15.0453 45.8070
H -37.2922 18.3105 47.5405
H -36.4269 17.0352 48.1690
H -37.9567 16.7906 47.3305
C -32.6626 21.8305 44.5231
S -33.5748 21.3946 45.9486
O -33.8707 22.6864 46.6880
C -35.0790 20.9025 45.1891
H -31.9411 22.5036 44.7620
H -33.3238 22.1116 43.7332
H -32.0962 20.9419 44.0184
H -35.6434 20.3295 45.9106
H -34.6370 20.0299 44.6054
H -35.5195 21.7762 44.7465
C -33.6707 20.0227 50.5530
S -35.2740 19.7315 49.7700
O -36.1317 19.4361 50.9442
C -35.6351 21.3420 49.3396
H -33.7447 20.7999 51.1894
H -33.0652 20.2124 49.7616
H -33.2075 19.2073 50.9768
H -35.8879 21.2489 48.3138
H -34.6931 21.9223 49.6827
H -36.5531 21.5517 49.5403
C -34.2479 14.9603 49.5792
S -33.0460 16.2642 49.2192
O -32.3710 16.4754 50.5713
C -31.9486 15.2205 48.3192
H -33.7175 14.0791 49.9149
H -34.8761 14.8150 48.7004
H -35.2900 15.2110 49.9954
H -31.1687 15.5969 47.8927
H -32.3062 14.7636 47.3864
H -31.5710 14.2565 48.9894
C -29.2779 17.4621 46.1447
S -30.7045 18.5974 45.7562
O -30.1711 19.5621 44.6705
C -31.6089 17.4323 44.9352
H -29.2547 16.6142 46.9431
H -28.5474 17.7954 46.4422
H -28.8312 17.0538 45.2880
H -32.0227 16.6465 45.6784
H -31.2308 16.8257 44.0398
H -32.4415 18.1293 44.8169
C -30.2823 19.0950 49.7322
S -29.2695 17.7287 50.3475
O -28.5187 17.0311 49.2163
C -28.0973 18.7738 51.0758
H -29.5469 19.8798 49.2332
H -31.0175 19.4347 50.4804
H -30.9499 18.7257 48.9856
H -27.6239 18.3347 51.7784
H -28.6254 19.6637 51.7158
H -27.5838 19.0272 50.2869
*
```

Properties
**Gap between HOMO and LUMO**: 6.366 eV
**LUMO energy**: 2.349 eV

Atomic partial charges in e from the natural (NBO) method, atoms 1 to 5: -1.332 0.376 -0.883 1.394 -1.024



Entry 3:
Density functional theory data (ωB97M-V/def2-TZVPD) for a cluster of 2 separate species, C7H10N2O2 in total.

ORCA input file:
```
! wB97M-V def2-TZVPD RIJCOSX def2/J DEFGRID3
* xyz 0 3
C -1.8602 0.9308 -0.8869
C -1.4801 1.6277 0.2137
C -2.5892 -0.1705 0.7961
C 1.9735 0.4855 -1.2638
C 3.1632 1.3334 -0.9202
C 2.0017 0.8208 1.0133
C -3.1371 -1.2853 1.6246
N -2.5362 -0.2149 -0.5568
N -2.0406 0.9375 1.2810
O 1.3924 0.1982 0.0685
O 2.9098 1.6173 0.4921
H -1.4149 1.0116 -1.8727
H -0.9230 2.4739 0.2855
H 1.0989 1.0055 -1.8561
H 2.2400 -0.5683 -1.6831
H 4.1400 0.9138 -1.0659
H 3.0735 2.2298 -1.5239
H -1.9537 1.0363 2.3317
H -3.0803 -0.9004 2.5958
H -4.2164 -1.3674 1.3767
H -2.6013 -2.1891 1.3013
*
```

Properties
**Gap between HOMO and LUMO (alpha / beta)**: 6.497 / 6.787 eV
**LUMO energy (alpha / beta)**: 0.829 / -1.528 eV
**Energy relative to the best compared isomer or geometry (same formula, charge and spin)**: 153.8 kJ/mol

Atomic partial charges in e from the natural (NBO) method, atoms 1 to 5: -0.084 -0.128 0.355 -0.100 -0.108



Number 1: largest force on an atom 4.72 eV/Å, molecular weight 144.17 g/mol, E_tot -495.64331 hartree. Number 2: largest force on an atom 16.50 eV/Å, molecular weight 485.82 g/mol, E_tot -3394.68834 hartree. Number 3: largest force on an atom 4.63 eV/Å, molecular weight 154.17 g/mol, E_tot -532.48431 hartree.